This record from the OMol25 dataset describes 8 unconnected molecules or ions with the total composition C52H116F2N8O6S2 in a non-equilibrium geometry. The level of theory is the ωB97M-V functional and the def2-TZVPD basis.

Each line ends with the Mulliken charge.
Cartesian coordinates (Å):
C -1.8419 -2.7331 -8.1277  -1.20
C -1.2031 -1.8199 -7.1484  0.56
O -0.5842 -0.8720 -7.5208  -0.35
N -1.4378 -2.2800 -5.6951  -0.06
H -2.3049 -2.8067 -5.6752  0.45
H -0.6975 -2.9673 -5.5838  0.39
C -1.4136 -1.1529 -4.6405  -0.80
H -1.8891 -2.3187 -9.1350  0.35
H -2.9318 -2.7766 -8.0457  0.39
H -1.4028 -3.7305 -8.0926  0.37
H -0.4730 -0.6392 -4.8258  0.47
H -1.4086 -1.6348 -3.6635  0.03
H -2.3336 -0.5737 -4.6831  0.41
C 6.6197 -3.1181 -3.1170  -1.44
C 7.3053 -2.1446 -2.1555  1.07
C 8.0916 -1.1070 -2.9312  -1.43
C 7.3444 0.0319 -3.6096  -0.75
C 6.5049 0.8179 -2.6102  -1.35
C 5.5995 0.0431 -1.6339  1.82
N 6.2867 -1.3692 -1.3276  0.73
O 5.5615 -2.1162 -0.4957  -0.17
C 4.2170 -0.1704 -2.3131  -1.69
C 5.4599 0.7170 -0.2658  -1.44
C 8.2587 -2.8832 -1.1910  -1.72
H 7.3118 -3.8762 -3.4835  0.46
H 6.0508 -2.7960 -3.9887  0.33
H 5.9190 -3.7000 -2.5145  0.41
H 8.7086 -1.7855 -3.5233  0.52
H 8.8743 -0.6412 -2.3280  0.47
H 6.7664 -0.4281 -4.4129  0.37
H 8.0494 0.7669 -3.9951  0.48
H 6.0133 1.6590 -3.0981  0.46
H 7.2917 1.2881 -2.0151  0.49
H 3.4756 -0.7327 -1.7484  0.36
H 4.5429 -0.7574 -3.1757  0.55
H 3.7326 0.6839 -2.7835  0.32
H 6.1994 0.3486 0.4447  0.44
H 4.4492 0.6475 0.1321  -0.04
H 5.6797 1.7730 -0.4264  0.55
H 8.9279 -2.2277 -0.6344  0.40
H 8.9078 -3.6025 -1.6896  0.46
H 7.6819 -3.4653 -0.4718  0.40
C -4.2584 -2.0855 -0.6684  -1.23
C -3.6011 -3.4520 -0.4530  -0.16
C -2.9119 -3.9844 -1.7539  -1.00
N -2.3883 -5.4401 -1.5185  0.54
C -1.2981 -5.5259 -0.4974  -1.45
C -1.8185 -5.8984 -2.8870  -0.48
C -2.0962 -7.4092 -3.0361  -0.57
C -3.0552 -7.7559 -1.8477  -0.81
C -3.5779 -6.4092 -1.2787  -0.59
H -5.2540 -2.2456 -1.0811  0.45
H -3.5651 -1.4940 -1.2696  0.05
H -4.3905 -1.4954 0.2380  0.44
H -4.3648 -4.1613 -0.1370  0.37
H -2.7753 -3.3611 0.2529  0.23
H -2.0910 -3.2974 -1.9673  0.37
H -3.5329 -3.9191 -2.6474  0.49
H -1.6951 -5.4951 0.5168  0.48
H -0.6199 -4.6970 -0.6964  0.48
H -0.7259 -6.4533 -0.5085  0.44
H -0.7530 -5.6824 -2.9676  0.37
H -2.2956 -5.2812 -3.6472  0.29
H -1.2427 -8.0780 -2.9513  0.31
H -2.7039 -7.5767 -3.9237  0.32
H -2.5067 -8.2581 -1.0521  0.32
H -3.9434 -8.2848 -2.1883  0.45
H -3.9795 -6.3007 -0.2729  0.45
H -4.3841 -6.0557 -1.9232  0.39
C -0.0435 -4.3027 3.4460  -1.44
C 1.1809 -3.6908 2.7100  0.19
C 1.5249 -2.3748 3.3336  -0.71
N 2.8688 -1.7502 2.7729  0.59
C 2.6773 -1.1842 1.3392  -0.16
C 4.0132 -2.7720 2.8604  -0.95
C 5.3372 -2.0108 2.9093  -0.08
C 5.0024 -0.7366 3.6639  -0.73
C 3.4575 -0.6883 3.7423  -0.59
H -0.8897 -3.6291 3.5762  0.31
H 0.2957 -4.7541 4.3781  0.42
H -0.4210 -5.1430 2.8623  0.39
H 0.8986 -3.6372 1.6556  0.02
H 2.0315 -4.3683 2.6308  0.32
H 1.6565 -2.4788 4.4103  0.43
H 0.7168 -1.6712 3.1326  0.27
H 3.7418 -1.0825 1.1309  -0.37
H 2.1384 -0.2489 1.4689  0.17
H 2.2662 -1.9434 0.6775  0.23
H 4.0624 -3.5363 2.0857  0.43
H 3.8991 -3.2615 3.8279  0.54
H 5.7021 -1.8171 1.9005  -0.33
H 6.0984 -2.6057 3.4123  0.59
H 5.3524 0.1508 3.1380  0.33
H 5.4318 -0.7664 4.6640  0.32
H 3.0261 0.2618 3.4279  0.34
H 3.1142 -0.8481 4.7634  0.48
C -2.6567 1.5286 4.3188  -1.11
C -3.4516 0.5591 5.2606  -0.19
C -3.8970 1.2219 6.5419  -1.02
N -4.5933 0.3238 7.5314  0.25
C -5.7444 -0.3950 6.9059  -1.07
C -3.6422 -0.6466 8.3017  -0.37
C -3.0967 0.2640 9.4151  -0.59
C -3.9516 1.5516 9.4705  -0.62
C -5.1397 1.1023 8.7050  -0.51
H -1.7117 1.7626 4.8088  0.39
H -3.2410 2.3723 3.9544  0.39
H -2.3776 0.9904 3.4084  -0.01
H -2.8023 -0.2864 5.4904  0.23
H -4.3428 0.1764 4.7615  0.43
H -4.4564 2.1536 6.4583  0.38
H -2.9595 1.5270 7.0110  0.30
H -6.1707 0.3176 6.2018  0.36
H -6.3467 -0.7543 7.7367  0.39
H -5.2524 -1.1925 6.3496  0.46
H -4.2409 -1.5096 8.5857  0.44
H -2.8604 -0.8926 7.5846  0.13
H -3.3419 -0.2330 10.3543  0.32
H -2.0260 0.4293 9.3159  0.35
H -4.3582 1.8427 10.4386  0.44
H -3.3920 2.3955 9.0683  0.26
H -5.6644 0.4408 9.3934  0.46
H -5.7170 1.9724 8.3927  0.36
C -0.2383 5.4579 2.0921  -1.18
C 1.0275 5.6633 1.2531  -0.48
C 1.1253 4.6400 0.1213  0.48
N 2.0873 5.0259 -0.9875  0.73
C 3.5058 5.2617 -0.4287  -0.98
C 1.5328 6.1564 -1.8115  -0.55
C 2.0549 5.9907 -3.2581  -0.81
C 2.4410 4.5285 -3.3957  -0.54
C 2.2502 3.8946 -2.0095  0.14
H -0.2074 4.4572 2.5242  0.23
H -1.1115 5.4133 1.4391  0.19
H -0.3365 6.2315 2.8507  0.46
H 1.9037 5.5167 1.8850  0.39
H 1.0427 6.6728 0.8411  0.39
H 0.1511 4.3567 -0.2803  -0.82
H 1.4685 3.6592 0.4576  0.36
H 3.7165 4.3331 0.0965  0.34
H 3.4799 6.1407 0.2137  0.34
H 4.1037 5.5412 -1.2949  0.45
H 1.7622 7.1283 -1.3779  0.49
H 0.4489 6.0484 -1.8503  0.24
H 2.9397 6.6216 -3.3474  0.39
H 1.4051 6.2918 -4.0779  0.36
H 3.4771 4.4835 -3.7303  0.30
H 1.7990 4.1259 -4.1777  0.50
H 2.9049 3.0706 -1.7296  0.48
H 1.2919 3.3811 -2.1137  -0.85
C -1.5250 4.5279 -4.4885  -1.65
C -1.9987 4.2840 -3.0450  0.75
C -3.5774 4.3395 -3.0169  -1.03
N -4.0152 3.4396 -1.8737  0.34
C -3.3833 3.8913 -0.5286  -1.03
C -3.8521 1.9175 -2.1848  0.43
C -5.1155 1.3232 -2.8230  -0.71
C -6.0739 2.5549 -2.8856  -0.83
C -5.6002 3.5354 -1.7806  -0.59
H -1.9637 5.4316 -4.9103  0.42
H -1.9055 3.7099 -5.1010  0.42
H -0.4381 4.5777 -4.4399  0.23
H -1.5597 5.0459 -2.3946  0.31
H -1.4569 3.4903 -2.5262  -0.31
H -4.0101 3.9199 -3.9243  0.41
H -3.9963 5.3359 -2.8849  0.42
H -3.7688 3.1877 0.2088  0.62
H -3.6772 4.9247 -0.3547  0.43
H -2.3054 3.7518 -0.4764  0.00
H -3.5807 1.5147 -1.2088  -0.03
H -2.9484 1.9121 -2.7931  -0.03
H -5.6029 0.4389 -2.4119  0.33
H -4.9954 0.9257 -3.8322  0.41
H -7.1474 2.4565 -2.7250  0.52
H -6.0081 3.0710 -3.8435  0.29
H -5.8110 3.2131 -0.7601  0.44
H -5.9413 4.5700 -1.7771  0.45
N -0.7910 1.7898 -0.3113  0.37
S -1.1425 1.0899 0.9441  0.42
O -0.0947 0.4414 1.7327  -0.36
O -2.4603 0.5399 1.0424  -0.61
F -1.3536 2.3974 1.8235  -0.25
S -0.0401 0.4139 -1.0824  -0.01
O -0.5227 -0.9199 -0.8094  -0.10
O 1.3838 0.4953 -1.2186  -0.12
F -0.5318 0.7836 -2.5616  -0.26

Calculated values
HOMO-LUMO gap, eV: 6.496
Spin multiplicity: 1
Total charge: +6

=====

This record from the OMol25 dataset describes 10 unconnected molecules or ions with the total composition C52H134N10O16 in a non-equilibrium geometry. The level of theory is the ωB97M-V functional and the def2-TZVPD basis.

Each line ends with the Mulliken charge.
Cartesian coordinates (Å):
C -0.3416 3.3376 2.6043  0.21
O 0.4163 4.4310 2.1436  -0.31
C 1.6232 4.5809 2.9342  -0.66
C 1.9847 6.0199 3.1588  0.68
C 2.1471 6.8293 1.8849  -1.51
N 3.1937 6.2148 3.8303  -0.74
H -1.0824 3.1316 1.8317  -0.41
H -0.7442 3.5608 3.5924  0.25
H 0.3003 2.4578 2.6481  0.15
H 1.4631 4.0690 3.8831  0.42
H 2.3779 4.0100 2.3933  0.26
H 1.1981 6.4028 3.8090  0.04
H 2.3620 7.8805 2.0771  0.40
H 1.2268 6.8316 1.3008  0.30
H 2.9312 6.4411 1.2348  0.39
H 3.9459 6.1071 3.1649  0.32
H 3.4401 5.4502 4.4425  0.27
C -1.3467 3.2738 -6.3485  -0.45
O -2.6627 3.3881 -5.8042  -0.43
C -2.9064 2.5820 -4.6588  0.04
C -4.0422 3.1562 -3.7527  0.17
C -3.5655 4.3348 -2.9024  -0.54
N -4.6608 2.2201 -2.8150  -0.52
H -1.2300 3.8943 -7.2371  0.26
H -1.1468 2.2335 -6.6053  0.29
H -0.5671 3.6740 -5.7003  0.08
H -3.2311 1.5807 -4.9414  0.42
H -2.0409 2.5450 -3.9972  -0.31
H -4.8117 3.4315 -4.4739  0.52
H -4.2974 4.7895 -2.2348  -0.10
H -3.0226 5.1577 -3.3673  0.54
H -2.7470 3.9534 -2.2919  -0.26
H -3.9207 1.9124 -2.2004  -0.18
H -5.2894 2.6442 -2.1479  0.26
C -0.1419 -1.7594 3.9471  -1.20
O 0.8065 -2.7809 3.4480  0.11
C 0.2907 -4.0614 3.2595  -0.95
C 0.1349 -4.8710 4.6035  0.51
C 1.4547 -5.0566 5.3373  -1.31
N -0.4837 -6.2110 4.4202  -0.78
H -1.0110 -1.6609 3.2967  0.35
H 0.4407 -0.8399 3.8897  0.27
H -0.4110 -2.0908 4.9500  0.54
H -0.6302 -3.9828 2.6816  0.37
H 1.0075 -4.5381 2.5908  0.41
H -0.5627 -4.2903 5.2070  0.22
H 2.3083 -5.0252 4.6603  0.22
H 1.5895 -5.9350 5.9684  0.44
H 1.5761 -4.1558 5.9389  0.30
H -0.5020 -6.6165 5.3450  0.27
H 0.1797 -6.8141 3.9551  0.28
C -4.6551 -3.7453 -3.3575  -0.63
O -4.1041 -4.9810 -2.8503  -0.45
C -3.0169 -4.8627 -1.9360  -0.15
C -2.6741 -6.1961 -1.2403  0.35
C -3.8346 -6.8200 -0.4655  -1.50
N -1.5551 -6.0036 -0.2624  -0.48
H -5.4158 -4.0047 -4.0938  0.32
H -3.9782 -3.0410 -3.8412  0.21
H -5.1599 -3.2139 -2.5507  0.24
H -2.2134 -4.5882 -2.6194  0.10
H -3.1439 -4.0099 -1.2693  0.12
H -2.3540 -6.9533 -1.9560  0.30
H -4.6909 -6.8669 -1.1382  0.34
H -4.1271 -6.1592 0.3505  0.30
H -3.6631 -7.8802 -0.2790  0.46
H -0.6668 -5.7740 -0.6846  0.15
H -1.4331 -6.9429 0.0882  0.26
C 1.1848 0.0334 1.2180  1.16
O 1.4503 -0.1797 -0.1495  -0.46
C 1.2819 -1.5165 -0.4409  -0.48
C -0.2334 -1.7894 -0.7372  0.09
N -0.6964 -0.9553 -1.8515  1.09
C -2.1217 -1.0207 -1.9590  -0.35
C -2.8541 -0.2217 -0.9563  0.45
O -2.3387 1.1115 -1.0915  0.54
C -2.7725 1.9083 -0.0233  -0.84
H 1.1374 1.1053 1.4104  -0.84
H 1.9555 -0.3862 1.8646  -0.18
H 0.2047 -0.3320 1.5242  0.08
H 1.5603 -2.1238 0.4204  0.20
H 1.9101 -1.7931 -1.2877  0.30
H -0.8106 -1.5379 0.1525  -0.28
H -0.2895 -2.8607 -0.9303  0.14
H -0.4735 -0.0125 -1.5659  -0.60
H -2.5123 -2.0336 -1.8603  -0.65
H -2.3004 -0.7394 -2.9968  0.33
H -2.8049 -0.6304 0.0530  0.34
H -3.9108 -0.2321 -1.2236  -0.54
H -2.3299 2.8982 -0.1337  0.33
H -2.5280 1.5133 0.9628  0.55
H -3.8588 1.9854 -0.0681  -0.43
C 0.2981 -2.3874 -4.7083  0.11
O 1.4129 -3.3057 -5.0121  -0.46
C 2.2469 -3.5503 -3.8893  0.16
C 3.4113 -4.5233 -4.2651  -0.82
N 2.8816 -5.7020 -4.9081  -0.22
C 3.9393 -6.7707 -5.1246  -0.79
C 5.0931 -6.3568 -5.9950  -0.57
O 4.5480 -5.9004 -7.2371  -0.28
C 5.4532 -5.6316 -8.2780  -0.76
H -0.3181 -2.2232 -5.5922  0.39
H 0.6671 -1.4768 -4.2364  0.05
H -0.4400 -2.7987 -4.0196  -0.27
H 1.7501 -4.0528 -3.0594  0.12
H 2.6083 -2.5743 -3.5655  0.01
H 3.8963 -4.8573 -3.3478  0.34
H 4.1491 -4.0201 -4.8901  0.36
H 2.1776 -6.0581 -4.2775  0.22
H 3.5408 -7.6761 -5.5823  0.39
H 4.4196 -7.1009 -4.2035  0.41
H 5.7903 -7.1898 -6.0849  0.46
H 5.6159 -5.5457 -5.4880  0.32
H 6.0768 -4.7905 -7.9750  0.31
H 4.8612 -5.3606 -9.1522  0.23
H 6.0556 -6.5030 -8.5348  0.30
C -6.4214 -0.5705 1.2606  -0.41
O -7.2353 0.5236 0.7651  -0.43
C -7.2176 0.5994 -0.6722  -0.08
C -7.4621 2.0465 -1.1111  -0.97
N -6.4226 2.8765 -0.4312  -0.14
C -6.5590 4.3232 -0.6239  -0.97
C -5.7085 5.1483 0.4196  -0.39
O -6.2155 4.9147 1.7529  -0.31
C -7.5598 5.2790 2.0027  -0.83
H -5.3831 -0.3189 1.0446  -0.02
H -6.6112 -1.5065 0.7352  0.33
H -6.6245 -0.7242 2.3205  0.28
H -7.9023 -0.1044 -1.1454  0.60
H -6.2860 0.3583 -1.1841  -0.14
H -8.4734 2.2417 -0.7542  0.43
H -7.4201 2.0307 -2.2002  0.41
H -6.5390 2.6234 0.5397  0.23
H -7.5974 4.5939 -0.4330  0.61
H -6.3703 4.6375 -1.6504  0.53
H -5.5806 6.1997 0.1620  0.45
H -4.6569 4.8646 0.4600  0.00
H -8.2149 4.4437 1.7554  0.28
H -7.8933 6.1873 1.5009  0.33
H -7.8163 5.6000 3.0122  0.29
C -4.1539 3.0276 3.0242  -1.17
O -3.1913 2.2323 3.6133  0.42
C -3.5464 1.4994 4.8015  -0.72
C -2.3183 0.6097 5.0491  -0.39
N -1.1511 1.3193 5.6059  0.14
C -1.3511 1.7551 7.0233  -0.60
C -0.1127 2.5330 7.5051  -0.70
O 0.2329 3.6920 6.6713  -0.30
C -0.8099 4.5979 6.4241  -0.38
H -4.3545 3.7778 3.7891  0.61
H -4.9883 2.4379 2.6447  0.29
H -3.6972 3.6069 2.2217  -0.06
H -4.4043 0.8397 4.6716  0.43
H -3.8701 2.1909 5.5794  0.34
H -2.0986 0.1420 4.0894  -0.38
H -2.6349 -0.1786 5.7320  0.69
H -0.9650 2.1196 5.0185  -0.10
H -1.3173 0.8703 7.6590  0.42
H -2.2472 2.3402 7.2300  0.28
H 0.6893 1.7948 7.5037  0.34
H -0.2779 2.8726 8.5276  0.39
H -1.6268 4.1782 5.8371  0.05
H -0.4446 5.4020 5.7852  0.11
H -1.1631 4.9761 7.3834  0.36
C -0.0198 5.4699 -3.4854  -1.13
O 0.0085 4.3052 -2.6770  0.51
C 0.7891 4.4727 -1.4427  -1.39
C 0.9587 3.0267 -0.9221  0.69
N 2.0702 2.2325 -1.5132  -0.37
C 1.8049 2.0187 -2.8806  0.46
C 2.7338 0.9112 -3.4433  -0.52
O 3.9970 1.4608 -3.8928  -0.44
C 4.8544 0.5030 -4.5908  -0.81
H 0.9454 5.7049 -3.9339  0.34
H -0.5224 6.3592 -3.1051  0.28
H -0.6806 5.1474 -4.2901  0.24
H 0.2039 5.0620 -0.7368  0.42
H 1.7285 4.9942 -1.6264  0.47
H 0.0020 2.5412 -1.1146  -0.31
H 1.1117 3.0709 0.1562  -0.27
H 2.0336 1.3059 -1.1130  0.49
H 1.9974 2.9009 -3.4912  0.46
H 0.7830 1.6923 -3.0735  -0.36
H 2.1839 0.4629 -4.2708  0.33
H 2.9616 0.1337 -2.7140  0.04
H 4.3570 -0.1813 -5.2782  0.31
H 5.2681 -0.2438 -3.9131  0.30
H 5.6730 1.0460 -5.0632  0.30
C 10.7467 -4.2632 0.2415  -0.72
O 9.7932 -3.4719 0.9863  -0.30
C 10.1799 -2.0871 1.1275  -0.58
C 9.2757 -1.3184 2.0336  -0.70
N 7.8584 -1.2857 1.6812  -0.32
C 7.1708 -0.3474 2.4814  -0.76
C 5.5810 -0.5651 2.3909  -0.37
O 5.3425 -1.7697 3.0008  -0.42
C 3.9125 -2.0503 3.2871  -0.32
H 11.0368 -3.9034 -0.7456  0.29
H 10.3920 -5.2756 0.0485  0.24
H 11.6262 -4.2308 0.8846  0.30
H 10.1998 -1.5938 0.1557  0.33
H 11.1884 -2.0404 1.5382  0.39
H 9.7484 -0.3362 2.0278  0.37
H 9.4113 -1.7125 3.0408  0.39
H 7.4483 -2.2011 1.7992  0.26
H 7.3634 0.6645 2.1249  0.39
H 7.4454 -0.3327 3.5362  0.35
H 5.1902 -0.6444 1.3764  0.24
H 4.9615 0.1989 2.8605  0.41
H 3.3455 -1.1882 3.6382  0.20
H 3.8007 -2.9458 3.8984  0.19
H 3.4150 -2.2306 2.3342  0.15

Calculated values
HOMO-LUMO gap, eV: 8.625
Spin multiplicity: 1
SMILES: COC[C@H](C)N.COC[C@H](C)N.COC[C@H](C)N.COC[C@H](C)N.COCCNCCOC.COCCNCCOC.COCCNCCOC.COCCNCCOC.COCCNCCOC.COCCNCCOC
Relative energy (zero: lowest compared OMol25 entry of this formula, charge and spin), kcal/mol: 125.17
Total charge: 0

=====

For reference, E_tot by record: -3934.01303; -3812.52448 a.u..
For reference, E_HOMO by record: -0.778; -0.305 Eh.